Below is a 10-piece molecular cluster, C24H70N2O10 overall, with properties calculated with ωB97M-V/def2-TZVPD.

Total charge: 0
E (eV): -49472.1985
Kohn-Sham gap (eV): 8.60
HOMO (hartree): -0.3277
Strongest force on any atom (eV Å⁻¹): 4.49
Energy above the lowest of the compared OMol25 structures with the same formula, charge and spin (kcal/mol): 91.44

Each line ends with the Löwdin charge.
Geometry (Å):
C (-1.127, -13.267, -13.896)  -0.14
O (-0.537, -12.025, -13.801)  -0.21
C (-1.226, -10.902, -14.253)  -0.15
C (-1.025, -10.905, -15.844)  -0.42
C (0.354, -10.399, -16.235)  -0.05
N (-1.976, -10.006, -16.361)  0.03
H (-0.516, -13.979, -13.341)  0.09
H (-1.348, -13.665, -14.887)  0.08
H (-2.000, -13.343, -13.247)  0.08
H (-2.226, -11.017, -13.835)  0.12
H (-0.722, -10.016, -13.866)  0.12
H (-1.111, -11.904, -16.270)  0.13
H (1.027, -11.199, -15.926)  0.08
H (0.606, -9.440, -15.783)  0.08
H (0.416, -10.309, -17.320)  0.07
H (-1.645, -9.604, -17.226)  0.03
H (-2.847, -10.407, -16.681)  0.10
C (4.006, -11.329, -18.528)  -0.09
O (4.803, -11.476, -19.701)  -0.18
C (4.075, -11.436, -20.919)  -0.20
C (3.236, -12.680, -21.142)  -0.43
C (4.063, -14.032, -21.266)  -0.04
N (2.488, -12.684, -22.371)  0.03
H (3.285, -12.141, -18.428)  0.08
H (3.535, -10.361, -18.361)  0.07
H (4.548, -11.423, -17.587)  0.09
H (3.332, -10.640, -20.884)  0.09
H (4.740, -11.114, -21.720)  0.13
H (2.508, -12.775, -20.336)  0.12
H (4.632, -14.317, -20.382)  0.07
H (4.625, -14.076, -22.199)  0.08
H (3.354, -14.838, -21.457)  0.06
H (1.793, -11.967, -22.221)  0.04
H (1.945, -13.532, -22.290)  0.07
C (-2.659, -8.283, -20.882)  -0.07
C (-2.622, -8.270, -19.356)  -0.34
O (-1.451, -8.800, -18.882)  -0.09
H (-2.668, -9.243, -21.398)  0.07
H (-1.853, -7.715, -21.347)  0.06
H (-3.445, -7.635, -21.271)  0.07
H (-3.466, -8.775, -18.886)  0.12
H (-2.765, -7.227, -19.075)  0.10
H (-0.807, -8.159, -19.190)  0.06
C (2.383, -6.903, -18.405)  -0.07
C (2.032, -7.956, -19.481)  -0.25
O (0.824, -7.507, -20.193)  -0.10
H (3.429, -7.089, -18.160)  0.07
H (1.895, -7.016, -17.436)  0.05
H (2.172, -5.897, -18.766)  0.07
H (1.883, -8.866, -18.899)  0.08
H (2.881, -8.191, -20.123)  0.08
H (1.148, -7.481, -21.097)  0.00
C (5.469, -3.307, -20.644)  -0.06
C (4.158, -3.868, -21.282)  -0.34
O (3.741, -3.246, -22.455)  -0.04
H (6.263, -3.492, -21.367)  0.07
H (5.708, -3.900, -19.761)  0.07
H (5.435, -2.229, -20.486)  0.07
H (3.403, -4.052, -20.518)  0.10
H (4.362, -4.930, -21.415)  0.07
H (3.349, -3.919, -23.016)  0.06
C (3.291, -5.482, -15.042)  -0.08
C (4.825, -5.213, -15.286)  -0.30
O (5.652, -6.290, -14.848)  -0.08
H (3.136, -6.443, -15.533)  0.04
H (2.658, -4.746, -15.537)  0.07
H (3.020, -5.566, -13.990)  0.07
H (5.091, -4.237, -14.881)  0.10
H (4.978, -5.150, -16.364)  0.10
H (5.930, -6.196, -13.934)  0.08
C (-1.318, -3.719, -23.301)  -0.06
C (0.084, -4.285, -23.134)  -0.37
O (0.622, -4.228, -24.361)  -0.06
H (-1.985, -4.410, -23.816)  0.08
H (-1.303, -2.728, -23.752)  0.08
H (-1.691, -3.477, -22.305)  0.07
H (0.084, -5.346, -22.885)  0.10
H (0.727, -3.679, -22.495)  0.12
H (1.525, -4.546, -24.296)  0.07
C (1.204, -9.397, -22.910)  -0.08
C (1.896, -8.213, -23.501)  -0.27
O (1.744, -7.088, -22.635)  -0.09
H (1.383, -10.296, -23.499)  0.08
H (0.125, -9.304, -22.790)  0.09
H (1.455, -9.721, -21.900)  0.06
H (1.332, -8.052, -24.420)  0.12
H (2.923, -8.384, -23.823)  0.12
H (1.990, -6.380, -23.236)  0.07
C (6.519, -8.580, -20.813)  -0.08
C (5.688, -7.381, -21.134)  -0.33
O (6.372, -6.569, -22.096)  -0.08
H (5.941, -9.231, -20.157)  0.06
H (7.278, -8.316, -20.077)  0.08
H (6.941, -9.148, -21.642)  0.09
H (5.649, -6.713, -20.273)  0.10
H (4.637, -7.583, -21.339)  0.09
H (5.886, -6.582, -22.924)  0.08
C (-1.777, -4.868, -15.657)  -0.06
C (-1.668, -6.355, -16.149)  -0.34
O (-2.232, -7.212, -15.243)  -0.09
H (-1.122, -4.565, -14.839)  0.06
H (-2.814, -4.754, -15.342)  0.07
H (-1.635, -4.179, -16.490)  0.06
H (-0.618, -6.645, -16.187)  0.10
H (-2.182, -6.510, -17.097)  0.09
H (-2.147, -8.096, -15.609)  0.03